No. 1
The following is a DFT calculation (the ωB97M-V functional and the def2-TZVPD basis) of C43H49F2N4O7SbTa as an isolated structure at a distorted geometry.

Properties
max |F|: 3.418 eV/A
E: -79197.064 eV
HOMO energy: -11.02 eV
total charge: +1
relative energy (zero: lowest compared OMol25 entry of this formula, charge and spin): 121.7 kJ/mol
orbital gap: 7.398 eV

Cartesian coordinates (Å):
Ta -0.8054 0.1323 0.1481
C 0.2326 6.6683 -3.9715
O 0.1903 5.2712 -3.7018
C -0.3390 4.7900 -2.5544
C -0.8814 5.5819 -1.4823
C -1.2456 4.9477 -0.3265
C -1.0641 3.5680 -0.1933
C -1.3382 2.9907 1.1572
C -1.7906 3.8735 2.3452
O -1.3141 1.7744 1.4734
C -0.5593 2.8129 -1.2505
O -0.5545 1.5186 -1.1788
C -0.2418 3.3952 -2.4489
H 0.8954 6.6884 -4.9019
H 0.7508 7.2973 -3.1783
H -0.7237 7.1002 -4.1752
H -1.1632 6.5499 -1.7317
H -1.5535 5.6089 0.4292
H -2.8271 4.1966 2.3322
H -1.1926 4.7801 2.3344
H -1.7843 3.4296 3.2730
H 0.2735 2.8369 -3.1906
C -0.4957 -3.7835 4.4493
C -1.3997 -2.8382 4.9250
C -1.9404 -1.9097 4.0637
C -1.5474 -1.9901 2.7201
C -0.5982 -2.9114 2.2337
C -0.0273 -3.7945 3.1500
N -2.0451 -1.0832 1.7014
N -3.2972 -0.9066 1.7551
C -3.8062 -0.0634 0.7721
C -5.1725 0.1600 0.8588
C -5.7603 1.0579 0.0720
C -4.9351 1.6609 -0.9159
C -3.5784 1.4141 -1.0215
C -2.9578 0.5004 -0.1308
H -0.0683 -4.3753 5.2311
H -1.5995 -2.6442 5.9869
H -2.5312 -1.0912 4.4171
H -0.2525 -2.9295 1.2120
H 0.7342 -4.5252 2.9406
H -5.6431 -0.3899 1.6970
H -6.8286 1.3535 0.2148
H -5.3339 2.3907 -1.6603
H -3.0215 2.0430 -1.7755
F -2.0353 -1.2356 -6.7573
C -1.9966 -1.3434 -5.4054
C -2.0409 -2.5844 -4.7442
C -1.9507 -2.5907 -3.3259
C -1.9103 -1.4142 -2.5849
C -1.6692 -1.6057 -1.0646
C -1.8320 -0.2100 -3.3251
C -1.9240 -0.1833 -4.6873
H -2.3577 -3.4581 -5.2496
H -2.0149 -3.5654 -2.9021
H -1.0074 -2.4734 -0.8657
H -2.6519 -1.8983 -0.6798
H -1.7577 0.7330 -2.6947
H -1.9657 0.7225 -5.2211
C 2.8855 1.2928 -2.1312
C 2.7554 -0.2236 -2.4191
C 2.0736 -0.3735 -3.7507
Sb 1.6594 -1.3070 -0.9720
C 3.1775 -1.4167 0.5428
C 4.2324 -0.3434 0.5078
C 3.8913 -2.7914 0.4802
C 1.4778 -3.2403 -2.0106
C 0.9574 -4.3909 -1.1993
C 2.6890 -3.7291 -2.7881
H 3.4092 1.4879 -1.2128
H 1.9190 1.7886 -2.0524
H 3.3608 1.6833 -3.0342
H 3.7776 -0.7136 -2.5331
H 1.0510 0.0271 -3.7148
H 1.9014 -1.4096 -3.9843
H 2.6242 0.0643 -4.6009
H 2.7240 -1.4111 1.5070
H 4.8749 -0.4360 -0.3772
H 4.9658 -0.4962 1.3105
H 3.8253 0.6836 0.6955
H 4.4417 -2.9132 -0.4695
H 3.1912 -3.5818 0.6621
H 4.5276 -2.8972 1.3815
H 0.7397 -2.9347 -2.7667
H -0.0685 -4.1696 -0.8004
H 1.6039 -4.5065 -0.3365
H 1.0062 -5.3034 -1.7923
H 3.1266 -4.4690 -2.0634
H 3.3122 -2.9255 -3.1612
H 2.4304 -4.3681 -3.6249
F -1.2657 0.4995 6.1628
C -0.0810 0.1482 5.7059
C 0.3739 0.7176 4.5861
N 1.6383 0.5082 4.1192
C 2.0797 1.1673 2.9436
C 1.2449 0.8425 1.7240
O 1.2785 1.5309 0.6811
O 0.4586 -0.1690 1.7417
C 2.4151 -0.5217 4.6614
O 3.5295 -0.7849 4.2243
N 1.8479 -1.1433 5.7851
C 0.6207 -0.8864 6.3716
O 0.2535 -1.4659 7.3662
H -0.2130 1.5286 4.1077
H 3.1612 0.9504 2.7924
H 1.9456 2.2239 3.0325
H 2.4247 -1.8721 6.1062

Atomic forces in eV per Å
0.30 -0.23 -1.27
2.51 0.56 -0.63
-0.70 0.00 0.96
0.41 0.02 0.11
0.35 -2.27 -1.86
1.03 0.17 -1.43
-0.42 -0.13 3.39
-1.26 0.57 0.30
0.35 1.43 -2.73
0.29 0.07 -0.75
-1.04 0.69 -0.57
0.14 -2.17 0.69
0.43 1.54 0.55
-1.10 0.35 1.24
-0.58 -1.06 -0.67
-0.75 0.05 -0.18
-0.09 1.85 0.16
-0.74 0.20 1.14
-0.32 0.07 -0.95
0.05 0.10 0.33
0.84 -1.59 1.89
0.00 -0.41 -0.72
-0.02 0.70 1.21
-0.17 0.74 0.25
0.66 -0.28 -1.43
0.49 -0.10 -1.12
-0.01 0.04 1.33
-0.78 -0.04 0.26
-1.08 0.35 0.47
1.12 -0.38 0.04
0.05 -0.82 0.91
0.06 -1.59 2.47
-1.33 1.81 -1.69
-0.71 0.84 -0.63
0.51 0.40 -0.17
0.64 1.41 -1.35
0.39 -0.71 -0.03
0.13 -0.79 -0.37
-0.47 0.22 0.01
-0.21 0.22 -0.22
0.15 0.00 -0.58
-0.11 0.53 -0.72
1.09 -0.39 -0.40
0.02 -0.64 0.90
-0.57 -1.05 0.92
-0.16 -0.40 0.59
-0.03 -1.36 0.18
-0.28 1.85 0.82
-0.69 0.47 -2.19
2.01 -0.36 -0.06
-0.47 0.41 -0.16
-0.37 0.59 2.94
0.11 -0.07 -0.05
0.33 -0.85 -0.62
0.01 -0.47 0.73
-0.45 0.40 -0.49
0.20 0.05 0.25
-0.10 -1.36 -1.54
0.14 1.09 -0.52
-0.17 -0.91 -0.40
1.16 0.42 -0.59
-0.90 -0.20 -0.65
-0.08 0.02 0.09
0.98 -1.35 -0.12
0.51 1.03 0.38
0.16 0.58 0.51
-0.52 0.82 -1.22
-1.08 0.68 1.02
0.38 -0.87 1.41
0.47 0.32 0.04
-0.13 -0.26 0.01
0.34 0.39 0.38
-1.05 0.67 0.54
0.21 0.33 -0.13
0.13 -0.58 -0.35
-0.16 0.03 0.45
-0.77 0.19 0.70
-0.48 0.52 -0.17
-0.33 -0.22 0.22
0.46 -0.77 -0.70
-0.12 -0.21 0.59
-0.53 -0.64 -0.50
0.29 0.35 -0.72
-0.21 -0.01 0.31
0.76 -0.66 -0.47
0.09 -0.39 0.22
-0.37 -0.07 0.09
0.81 1.05 -0.84
0.57 -0.19 0.20
-0.50 0.10 -0.33
-0.86 0.04 0.44
-0.28 0.87 -1.47
-0.68 1.38 0.44
0.24 -1.41 0.54
0.53 -0.17 -0.89
0.67 0.14 -1.30
0.19 -0.42 1.04
-0.33 -0.57 1.27
0.64 0.30 0.07
-1.26 -0.10 0.46
0.47 1.27 -2.13
0.68 -0.82 1.27
-0.11 -0.15 -0.08
0.42 -0.76 0.24
-0.82 0.09 -0.05
0.22 0.92 0.31
0.52 -1.05 0.87

=====

No. 2
The following is a DFT calculation (the ωB97M-V functional and the def2-TZVPD basis) of an isolated molecule of C5H6 at a distorted geometry.

Properties
max |F|: 1.005 eV/A
SMILES string: C#CCC=C
E: -5279.580 eV
HOMO energy: -9.84 eV
total charge: 0
relative energy (zero: lowest compared OMol25 entry of this formula, charge and spin): 156.2 kJ/mol
orbital gap: 10.982 eV

Cartesian coordinates (Å):
C -2.2566 -0.0445 -0.0015
C -1.0429 0.4718 0.2193
C 0.1405 -0.3492 0.6606
C 1.3419 -0.1192 -0.1596
C 2.3155 0.0820 -0.8472
H -3.1174 0.5743 -0.2641
H -2.3902 -1.1208 0.0519
H -0.8729 1.5631 0.1315
H -0.1341 -1.4232 0.6445
H 0.3912 -0.1266 1.7089
H 3.1325 0.2878 -1.5026

Atomic forces in eV per Å
0.70 0.35 -0.03
-0.67 0.53 0.00
0.11 -0.51 0.04
0.66 0.09 -0.52
-0.89 -0.08 0.46
0.34 -0.22 0.05
-0.17 0.08 0.06
-0.13 -0.73 0.06
0.19 0.48 -0.08
-0.09 0.07 -0.22
-0.07 -0.08 0.18

=====

No. 3
The following is a DFT calculation (the ωB97M-V functional and the def2-TZVPD basis) of a 2-piece molecular cluster, CH3O4S overall at a distorted geometry.

Properties
max |F|: 4.818 eV/A
E: -20109.342 eV
HOMO energy: -2.93 eV
total charge: -1
relative energy (zero: lowest compared OMol25 entry of this formula, charge and spin): 316.9 kJ/mol
orbital gap: 6.733 eV

Cartesian coordinates (Å):
C -0.2104 -0.0394 0.0861
O 0.2148 -2.5069 0.6653
O 0.3298 -2.0328 -1.7963
O -0.7914 0.8266 -0.7541
O -0.1766 -0.0315 1.3013
S -0.4452 -1.7949 -0.6097
H 1.4756 0.0126 -0.5078
H -0.6293 0.4859 -1.6095
H 0.5746 -1.7613 1.2557

Atomic forces in eV per Å
4.15 -2.09 -1.29
0.93 0.57 1.05
1.42 -0.02 -1.83
-1.58 1.78 1.47
-0.98 1.16 1.29
-2.35 -0.24 1.37
-1.52 -0.11 0.38
0.48 -0.39 -1.67
-0.55 -0.67 -0.77

=====

No. 4
The following is a DFT calculation (the ωB97M-V functional and the def2-TZVPD basis) of C6H12O as an isolated structure.

Properties
max |F|: 0.376 eV/A
E: -8458.638 eV
HOMO energy: -7.85 eV
total charge: 0
relative energy (zero: lowest compared OMol25 entry of this formula, charge and spin): 551.5 kJ/mol
orbital gap: 8.712 eV

Cartesian coordinates (Å):
C 1.5556 0.3417 0.9135
C 2.1135 -0.1824 -0.2924
O 0.4818 -0.9049 -1.2476
C -0.3705 -1.1252 -0.3261
C -0.7735 -0.0002 1.0399
C -1.6358 -0.3687 -0.1407
C -1.8437 0.7504 -1.1390
H 1.6386 -0.2039 1.8447
H 1.3205 1.3973 0.9588
H 2.8840 0.4360 0.5671
H 2.5600 -1.1680 -0.3026
H 2.2244 0.4484 -1.1637
H -0.3148 -2.0721 0.2409
H -0.7143 1.0702 1.2221
H -0.9457 -0.5722 1.9511
H -2.5292 -0.9635 0.0640
H -2.0962 0.3598 -2.1300
H -2.6368 1.4323 -0.8123
H -0.9180 1.3251 -1.2475

Atomic forces in eV per Å
0.12 0.00 -0.05
0.08 0.06 0.08
-0.11 -0.03 0.11
-0.04 -0.19 -0.10
-0.20 0.18 0.26
-0.03 -0.03 -0.04
-0.03 0.05 -0.03
-0.03 0.04 -0.15
0.03 -0.18 0.01
0.06 0.00 0.01
-0.08 0.14 0.00
0.01 -0.06 0.16
0.01 0.16 -0.10
0.04 -0.14 -0.09
0.06 0.09 -0.15
0.16 0.07 -0.03
0.00 0.04 0.13
0.09 -0.12 -0.03
-0.14 -0.07 -0.01

=====

Please write out number 2 again, unchanged.
The following is a DFT calculation (the ωB97M-V functional and the def2-TZVPD basis) of an isolated molecule of C5H6 at a distorted geometry.

Properties
max |F|: 1.005 eV/A
SMILES string: C#CCC=C
E: -5279.580 eV
HOMO energy: -9.84 eV
total charge: 0
relative energy (zero: lowest compared OMol25 entry of this formula, charge and spin): 156.2 kJ/mol
orbital gap: 10.982 eV

Cartesian coordinates (Å):
C -2.2566 -0.0445 -0.0015
C -1.0429 0.4718 0.2193
C 0.1405 -0.3492 0.6606
C 1.3419 -0.1192 -0.1596
C 2.3155 0.0820 -0.8472
H -3.1174 0.5743 -0.2641
H -2.3902 -1.1208 0.0519
H -0.8729 1.5631 0.1315
H -0.1341 -1.4232 0.6445
H 0.3912 -0.1266 1.7089
H 3.1325 0.2878 -1.5026

Atomic forces in eV per Å
0.70 0.35 -0.03
-0.67 0.53 0.00
0.11 -0.51 0.04
0.66 0.09 -0.52
-0.89 -0.08 0.46
0.34 -0.22 0.05
-0.17 0.08 0.06
-0.13 -0.73 0.06
0.19 0.48 -0.08
-0.09 0.07 -0.22
-0.07 -0.08 0.18

=====

- Which value of HOMO energy does entry 3 give?
  -2.93 eV

=====

- max |F| of number 3 (CH3O4S)?
  4.818 eV/A